(1)
102
Properties=species:S:1:pos:R:3:forces:R:3 method="wB97M-V/def2-TZVPD" charge=+1 e_above_lowest_ev=0.342 homo_lumo_gap_ev=6.56 lumo_energy_ev=-2.69
Ca 0.03620 -0.27111 0.45438 -0.1 0.7 0.4
F 4.19210 1.69505 6.54051 -0.1 0.0 -0.1
C 3.17631 1.67814 5.69558 0.0 0.0 0.0
C 1.99926 2.33327 6.00531 0.0 0.0 0.0
F 1.88092 2.97981 7.15386 0.0 0.0 -0.1
C 0.94593 2.30167 5.10098 0.1 0.1 0.2
F -0.16437 2.94680 5.45170 0.1 0.0 0.0
C 1.01615 1.63258 3.88650 0.0 0.0 0.0
P -0.41559 1.66527 2.74478 0.0 -0.2 -0.2
C -1.80345 1.08038 3.76011 0.0 0.1 0.1
C -1.62010 0.30948 4.90243 0.0 -0.1 0.0
C -2.71405 -0.09761 5.64861 0.0 0.0 0.0
C -3.99621 0.25119 5.25389 0.0 0.0 0.0
C -4.18727 0.99349 4.09712 0.0 0.0 0.0
C -3.09553 1.40494 3.35062 -0.1 0.0 0.0
C -0.70863 3.43650 2.47471 0.0 0.0 0.0
C -1.56705 4.20641 3.25581 0.0 0.0 0.0
C -1.72757 5.55502 2.98114 0.0 0.0 0.0
C -1.02890 6.14528 1.93610 0.0 0.0 0.0
C -0.16899 5.38456 1.15701 0.0 0.0 0.0
C -0.01632 4.03276 1.42170 0.0 0.0 0.0
C 2.22247 0.98695 3.60261 0.1 0.0 -0.1
Br 2.59860 0.04999 1.98196 -0.1 0.0 0.1
C 3.28592 1.00387 4.48466 0.0 0.1 0.2
F 4.43098 0.39207 4.21002 0.0 0.0 0.0
H -0.62543 0.02955 5.22802 0.0 0.0 0.0
H -2.56156 -0.68316 6.54361 0.0 0.0 0.0
H -4.84679 -0.06075 5.84455 0.0 0.0 0.0
H -5.18515 1.26057 3.77765 0.0 0.0 0.0
H -3.25652 2.00489 2.46187 0.0 0.0 0.0
H -2.11280 3.75728 4.07417 0.0 0.0 0.0
H -2.39775 6.14674 3.58865 0.0 0.0 0.0
H -1.15612 7.19890 1.72891 0.0 0.0 0.0
H 0.37625 5.83483 0.33769 0.0 0.0 0.0
H 0.65373 3.44734 0.80284 0.0 0.0 0.0
C 3.10640 -2.07932 -1.05843 0.0 0.0 0.1
C 2.30471 -2.05172 -2.35992 0.1 0.0 -0.1
C 2.47397 -3.37392 -3.10342 0.0 0.0 0.0
P 0.57850 -1.51271 -1.96751 -0.1 -0.3 -0.1
C -0.06291 -0.61391 -3.44383 0.1 0.0 -0.1
C 0.05099 -1.28389 -4.80918 0.0 0.0 0.0
C -1.50072 -0.18781 -3.16308 -0.1 0.1 0.1
C -0.47018 -2.96347 -1.68720 0.1 0.0 -0.1
C -0.65835 -3.93113 -2.68147 0.0 0.0 0.0
C -1.45594 -5.04725 -2.50878 0.0 0.1 0.0
C -1.61759 -6.07861 -3.58867 0.0 0.0 -0.1
C -2.08114 -5.18072 -1.26875 0.0 0.0 0.0
C -1.92280 -4.24943 -0.26550 -0.1 -0.1 -0.1
C -1.12370 -3.10451 -0.43821 0.0 0.2 0.2
N -0.99151 -2.14695 0.55902 -0.1 -0.5 -0.3
C -1.65313 -2.43433 1.78414 0.0 0.1 -0.1
C -1.01175 -3.18096 2.77815 0.0 0.0 0.1
C 0.38793 -3.68330 2.56728 0.1 0.0 0.0
C -1.71181 -3.51983 3.93044 0.0 0.0 0.0
C -3.03711 -3.14790 4.11777 0.0 0.0 -0.1
C -3.78784 -3.54813 5.35526 0.0 0.0 0.0
C -3.64825 -2.38733 3.12844 0.0 0.0 0.0
C -2.97545 -2.01530 1.97224 0.0 0.0 0.1
C -3.68456 -1.24222 0.89774 0.0 0.1 0.0
H 4.12560 -2.42502 -1.23462 0.0 0.0 0.0
H 2.65274 -2.75677 -0.32888 0.0 0.0 0.0
H 3.17789 -1.07996 -0.62064 0.0 0.0 0.0
H 2.69302 -1.23571 -2.98445 0.0 0.0 0.0
H 2.06710 -4.20255 -2.52392 0.0 0.0 0.0
H 3.53580 -3.56494 -3.26334 0.0 0.0 0.0
H 1.98828 -3.37851 -4.07646 0.0 0.0 0.0
H 0.56058 0.28942 -3.44970 0.0 0.0 0.0
H -0.62863 -2.13013 -4.89423 0.0 0.0 0.0
H 1.06166 -1.62903 -5.02217 0.0 0.0 0.0
H -0.22385 -0.57310 -5.59086 0.0 0.0 0.0
H -2.15329 -1.05556 -3.05246 0.0 0.0 0.0
H -1.88265 0.42387 -3.98109 0.0 0.0 0.0
H -1.58783 0.41349 -2.25020 0.0 0.0 0.0
H -0.15106 -3.81157 -3.62976 0.0 0.0 0.0
H -1.25308 -5.70500 -4.54535 0.0 0.0 0.0
H -2.66300 -6.35940 -3.71802 0.0 0.0 0.0
H -1.06239 -6.98976 -3.35871 0.0 0.0 0.0
H -2.71426 -6.04052 -1.08409 0.0 0.0 0.0
H -2.43558 -4.39749 0.67561 0.0 0.0 0.0
H 1.06690 -2.89220 2.23260 -0.1 0.0 0.0
H 0.41464 -4.45578 1.79461 0.0 0.0 0.0
H 0.79048 -4.10879 3.48513 0.0 0.0 0.0
H -1.21715 -4.11784 4.68746 0.0 0.0 0.0
H -3.51017 -4.54939 5.68309 0.0 0.0 0.0
H -4.86335 -3.53675 5.18446 0.0 0.0 0.0
H -3.57897 -2.86834 6.18284 0.0 0.0 0.0
H -4.68353 -2.09102 3.25223 0.0 0.0 0.0
H -4.70026 -0.99825 1.20487 0.0 0.0 0.0
H -3.72799 -1.80580 -0.03586 0.0 0.0 0.0
H -3.18581 -0.29202 0.66981 0.0 0.0 0.0
Br 3.06863 5.43470 -1.18405 0.0 0.0 0.1
C 2.82035 4.58168 -2.84574 0.0 0.2 -0.1
C 2.92235 5.35576 -3.99603 0.0 0.0 0.0
C 2.74572 4.77832 -5.24112 0.0 0.0 0.0
C 2.47023 3.42306 -5.34845 0.0 0.0 0.1
C 2.36760 2.64773 -4.20571 0.1 0.1 0.0
C 2.54061 3.22981 -2.95537 -0.1 -0.1 -0.1
I 2.39673 2.01085 -1.27394 0.1 -0.2 0.2
H 3.14191 6.40960 -3.90320 0.0 0.0 0.0
H 2.82686 5.39149 -6.12657 0.0 0.0 0.0
H 2.33909 2.96499 -6.31795 0.0 0.0 0.0
H 2.16913 1.58896 -4.28544 0.0 0.0 0.0

(2)
126
Properties=species:S:1:pos:R:3:forces:R:3 method="wB97M-V/def2-TZVPD" smiles="O=[N+]([O-])c1ccccc1.O=[N+]([O-])c1ccccc1.O=[N+]([O-])c1ccccc1.O=[N+]([O-])c1ccccc1.O=[N+]([O-])c1ccccc1.CCOC(=O)C(F)(F)F.CCOC(=O)C(F)(F)F.CCOC(=O)C(F)(F)F.CCOC(=O)C(F)(F)F" charge=0 e_above_lowest_ev=1.160 homo_lumo_gap_ev=8.28 lumo_energy_ev=-1.32
O -3.89693 -6.81881 -3.57080 -0.7 1.1 0.1
N -4.66876 -5.86303 -3.65464 -0.9 -1.4 -1.1
O -5.79770 -5.94413 -4.18848 2.0 0.4 1.1
C -4.21302 -4.56461 -3.13883 1.5 -0.3 0.7
C -2.87727 -4.41418 -2.66394 -1.5 0.8 -0.3
C -2.50706 -3.13188 -2.22213 0.6 -1.5 0.0
C -3.37527 -2.05938 -2.20136 -1.1 -0.5 -0.3
C -4.67166 -2.24764 -2.69080 0.8 -0.5 -0.3
C -5.09334 -3.52270 -3.13523 -0.2 1.9 -0.3
H -2.19752 -5.25341 -2.65905 0.0 0.1 -0.1
H -1.48104 -3.01678 -1.90523 0.0 0.2 0.2
H -3.07896 -1.10211 -1.79858 0.2 0.1 -0.2
H -5.24163 -1.34629 -2.86141 -0.6 -0.2 0.2
H -6.06457 -3.62258 -3.59690 -0.1 -0.2 0.1
O 3.23403 0.34373 5.99989 -3.1 0.8 -1.8
N 2.31710 0.50061 5.10903 2.6 0.0 2.9
O 2.40995 -0.01099 4.03404 -0.5 -0.2 -0.9
C 1.13871 1.36561 5.39118 -1.8 1.6 -2.0
C 0.75190 1.74457 6.66775 0.6 -1.3 0.2
C -0.41859 2.46296 6.92461 0.3 0.8 -0.8
C -1.10719 3.02184 5.84757 0.1 -0.4 -0.6
C -0.73680 2.73989 4.53037 1.2 -1.4 0.6
C 0.35680 1.87253 4.28213 0.2 0.3 1.1
H 1.40816 1.31131 7.40803 -0.2 0.3 0.7
H -0.76432 2.72269 7.91426 0.3 -0.3 0.2
H -1.96293 3.67322 5.94657 -0.1 0.0 0.5
H -1.34486 3.09414 3.71112 0.2 0.1 -0.1
H 0.60112 1.69066 3.24596 0.3 -0.4 0.1
O 6.61220 5.05050 5.82907 -0.2 -1.2 -0.2
N 6.33899 3.85116 5.90210 -0.3 0.9 0.7
O 6.42629 3.18837 6.91995 0.3 0.1 -0.3
C 5.78536 3.17610 4.72949 -0.3 -0.1 -0.3
C 5.75170 1.81022 4.65370 0.7 -1.8 -0.5
C 5.36019 1.18395 3.45134 -0.4 1.2 1.5
C 4.77788 1.97649 2.47048 0.0 -1.7 -0.5
C 4.70960 3.33926 2.55566 0.7 0.3 1.1
C 5.26194 3.91469 3.71111 -0.4 1.6 -1.4
H 6.10559 1.21820 5.48477 0.1 0.0 0.0
H 5.38419 0.11009 3.33888 0.0 0.0 0.1
H 4.37375 1.39277 1.65663 -0.1 0.4 -0.5
H 4.33992 3.93516 1.73431 -0.1 0.1 0.2
H 5.30397 4.99126 3.78611 0.0 0.1 0.1
O 1.60228 4.29710 -4.06195 -1.9 1.0 0.3
N 0.57313 4.76247 -3.52963 1.0 -2.6 1.5
O 0.51093 5.79523 -2.90592 0.1 0.7 -0.7
C -0.59021 3.82049 -3.30739 -1.5 -0.9 -1.1
C -0.43392 2.38284 -3.44504 -0.1 1.9 -0.1
C -1.56552 1.59999 -3.41223 0.0 0.0 0.8
C -2.80722 2.17075 -3.12694 1.0 -4.1 -0.2
C -2.95805 3.46913 -3.04504 -1.3 3.3 0.2
C -1.90752 4.36284 -3.14428 2.3 -0.6 -0.7
H 0.51434 1.87957 -3.56302 0.3 0.5 -0.1
H -1.51212 0.52513 -3.50290 0.2 0.0 -0.1
H -3.61294 1.47613 -2.94059 -0.4 0.1 -0.3
H -3.97611 3.82520 -2.98878 0.0 0.5 0.3
H -2.12612 5.41705 -3.22941 0.4 0.1 0.3
O -4.65726 -0.33305 1.88830 -0.3 0.8 2.0
N -4.50893 0.48491 2.81051 0.1 0.3 -1.0
O -3.56577 1.27327 2.82658 -0.9 -0.6 0.6
C -5.59281 0.64257 3.87723 0.3 1.0 0.5
C -5.70838 1.81120 4.69090 -0.8 -0.8 -1.0
C -6.91166 1.99726 5.40934 0.7 -0.3 -0.5
C -7.94537 1.04606 5.38200 1.6 1.0 0.4
C -7.67626 -0.14597 4.75403 -1.7 0.5 0.8
C -6.54824 -0.33291 4.00731 0.1 -1.3 -1.0
H -4.97656 2.60406 4.64381 0.1 -0.1 0.0
H -7.01896 2.90575 5.98338 0.0 0.1 0.0
H -8.87381 1.24388 5.89703 0.0 -0.1 0.0
H -8.48516 -0.85465 4.85329 0.4 -0.6 -0.4
H -6.51629 -1.28115 3.49132 0.5 0.1 -0.3
C 5.41507 4.46000 -3.78971 -0.5 -0.4 1.5
C 4.69665 4.24381 -2.44462 -0.5 0.0 -0.4
O 4.55744 2.82438 -2.18854 1.0 -1.3 1.5
C 5.44777 2.10505 -1.41668 1.5 4.0 -0.2
O 6.40831 2.54732 -0.76561 -3.3 -1.4 -1.7
C 5.26453 0.63166 -1.69933 -0.7 -2.5 0.8
F 4.55056 0.31554 -2.80011 0.5 0.6 0.7
F 6.48244 0.13047 -1.80953 0.4 -0.3 -0.5
F 4.68585 -0.07708 -0.65617 0.4 1.3 -0.8
H 5.24632 5.52581 -3.94356 0.7 0.0 -0.5
H 4.97808 3.87179 -4.59665 -0.3 0.2 0.2
H 6.43783 4.10350 -3.66733 0.2 0.7 -0.2
H 3.68455 4.64355 -2.50741 -0.2 -0.5 -0.2
H 5.08602 4.79814 -1.59068 0.8 -0.4 -0.1
C 1.19583 -1.43391 -4.93040 0.2 0.8 1.2
C 0.10443 -2.39866 -4.49219 1.5 -0.5 -0.9
O -0.70546 -2.67561 -5.66156 -1.4 -0.2 -0.8
C -1.80035 -1.96177 -5.88605 -0.7 0.8 2.5
O -2.18442 -1.09103 -5.10847 0.2 -1.2 -1.8
C -2.69915 -2.40421 -7.12986 2.3 2.6 1.1
F -2.03723 -3.20744 -7.91817 0.0 -0.8 -0.7
F -3.81768 -2.92269 -6.72376 -0.9 -0.5 0.1
F -2.94003 -1.23854 -7.79590 -0.3 -0.8 0.0
H 1.80980 -1.66656 -5.80046 -0.5 -0.5 -0.1
H 1.88574 -1.33128 -4.09279 0.2 -0.2 0.1
H 0.80899 -0.41974 -5.03004 -0.3 0.0 -0.3
H -0.38972 -2.09724 -3.56857 -0.5 0.3 -0.6
H 0.53405 -3.38139 -4.29784 0.1 0.1 0.1
C 0.46840 -4.13319 0.83759 0.7 0.8 0.2
C 1.75451 -4.90429 0.67975 -0.5 -0.1 -0.1
O 1.74365 -5.70228 -0.48945 -0.1 -1.2 -2.8
C 1.81694 -5.20462 -1.74097 1.3 4.5 2.0
O 2.04996 -3.99368 -2.00450 -0.9 -4.3 0.7
C 1.60107 -6.21720 -2.85748 -1.4 -0.1 -0.4
F 2.62005 -6.25889 -3.68132 0.7 -0.4 0.0
F 1.29572 -7.47273 -2.42998 0.2 1.5 -0.6
F 0.56924 -5.67250 -3.58873 0.2 -1.1 0.6
H -0.50642 -4.60725 0.95196 0.4 -0.6 -0.1
H 0.45156 -3.45624 -0.01655 -0.3 0.3 0.2
H 0.71613 -3.59356 1.75167 -0.6 0.6 0.0
H 1.89947 -5.64210 1.46888 0.2 0.2 0.0
H 2.56482 -4.17800 0.61636 0.1 -0.2 0.1
C -1.10994 -1.30275 3.10034 0.6 -0.6 0.4
C -1.33910 -1.05776 1.60494 -0.8 -0.4 0.7
O -0.15308 -0.51028 1.08479 2.5 1.2 -1.4
C 0.15337 -0.46767 -0.22783 -1.1 0.0 0.4
O -0.54773 -0.79094 -1.15448 0.4 0.2 0.7
C 1.63061 -0.01721 -0.47741 0.8 -1.2 1.7
F 2.20913 0.49170 0.62330 -0.5 0.2 -0.1
F 2.31000 -1.19370 -0.69298 -0.7 1.1 -0.7
F 1.80162 0.86991 -1.44455 -0.3 -0.7 -0.2
H -1.12497 -0.42019 3.73984 -0.2 0.3 -0.4
H -0.13513 -1.74649 3.30265 0.3 0.0 -0.4
H -1.77179 -2.03168 3.56802 -0.5 0.1 -0.4
H -2.14134 -0.32635 1.50720 -0.1 -0.2 -0.4
H -1.50857 -1.96217 1.02063 -0.5 -0.1 0.3